Version w
Computed, not measured: one molecule with the formula C5H4N2, with wB97M-V/def2-TZVPD.

Output
- Multiplicity: 1
- HOMO energy (spin up / spin down): -8.46 / -8.26 eV
- Charge: 0
- HOMO-LUMO gap (spin up / spin down): 7.5668 / 7.2552 eV
- Lowest unoccupied orbital energy (spin up / spin down): -0.0330 / -0.0368 Eh

```
11
Properties=species:S:1:pos:R:3:nbo_charge:R:1
C -2.5523 -0.6880 0.3097 -0.1250
C -1.5050 -0.4169 -0.2294 -0.1157
C -0.2738 -0.0804 -0.8490 0.0178
N 0.4051 1.0560 -0.5707 -0.5274
C 1.5733 0.4776 -0.1029 -0.1912
C 1.5748 -0.3663 1.0418 0.2036
N 1.6150 -1.0304 1.9975 -0.3479
H -3.4719 -0.9430 0.7929 0.2438
H 0.1204 -0.7198 -1.6279 0.2260
H -0.0192 1.9229 -0.2547 0.3990
H 2.5336 0.7883 -0.5072 0.2170
```

Version x
Computed, not measured: one molecule with the formula C5H4N2, with wB97M-V/def2-TZVPD.

Output
- Multiplicity: 1
- HOMO energy: -9.08 eV
- Charge: 0
- Structure (SMILES): C#Cc1ccn[nH]1
- HOMO-LUMO gap: 10.0461 eV
- Lowest unoccupied orbital energy: 0.0356 Eh

```
11
Properties=species:S:1:pos:R:3:nbo_charge:R:1
C 2.7957 -0.2398 0.0265 -0.1845
C 1.6040 -0.3245 0.1573 -0.0493
C 0.1947 -0.1909 0.1782 0.0337
C -0.8113 -0.8497 -0.4965 -0.2972
C -1.9458 -0.0426 -0.2922 -0.0606
N -1.6741 1.0214 0.4551 -0.2415
N -0.3772 0.9096 0.7331 -0.3007
H 3.7725 0.0327 -0.2770 0.2366
H -0.7092 -1.7592 -1.0701 0.2372
H -2.9454 -0.1818 -0.6787 0.2126
H 0.0958 1.6249 1.2643 0.4137
```

Version y
Computed, not measured: one molecule with the formula C5H4N2, with wB97M-V/def2-TZVPD.

Output
- Multiplicity: 1
- HOMO energy (spin up / spin down): -8.57 / -8.57 eV
- Charge: 0
- HOMO-LUMO gap (spin up / spin down): 7.0588 / 7.0535 eV
- Lowest unoccupied orbital energy (spin up / spin down): -0.0555 / -0.0556 Eh

```
11
Properties=species:S:1:pos:R:3:nbo_charge:R:1
C 0.4723 -0.3951 3.1105 0.0028
C 0.2399 -0.3088 1.8776 -0.6080
C 0.1993 -0.2155 0.4963 0.0625
C 1.0914 0.0718 -0.5379 -0.1262
N 0.3055 0.3257 -1.6213 -0.1851
N -0.9773 0.3031 -1.4589 -0.1431
C -1.1269 -0.0597 -0.0838 -0.4149
H -1.2787 0.4567 1.0716 0.4333
H 2.1660 0.1660 -0.5518 0.2492
H 0.6682 0.5202 -2.5570 0.4305
H -1.9250 -0.7864 0.0512 0.2989
```

Version z
Computed, not measured: one molecule with the formula C5H4N2, with wB97M-V/def2-TZVPD.

Output
- Multiplicity: 1
- HOMO energy: -9.94 eV
- Charge: 0
- Structure (SMILES): C=C=C1C=NN=C1
- HOMO-LUMO gap: 9.3361 eV
- Lowest unoccupied orbital energy: -0.0222 Eh

```
11
Properties=species:S:1:pos:R:3:nbo_charge:R:1
C -1.4943 -0.7569 1.5965 -0.4846
C -0.6730 -0.6326 0.6005 0.2507
C 0.1846 -0.2007 -0.2982 -0.2844
C 1.5564 0.2289 -0.0327 0.0457
N 1.9905 0.9723 -0.9888 -0.2472
N 0.9826 1.0692 -1.9883 -0.2430
C -0.0488 0.3964 -1.6113 0.0401
H -1.9312 -1.6567 2.0121 0.2486
H -1.7333 0.2040 2.0405 0.2494
H 2.1233 0.0342 0.8709 0.2116
H -0.9568 0.3418 -2.2012 0.2130
```

Q: Which of them is the most stable? A: version x.

Version w
Computed, not measured: one molecule with the formula C3H3N3O, with wB97M-V/def2-TZVPD.

Output
- Multiplicity: 1
- HOMO energy: -9.61 eV
- Charge: 0
- Structure (SMILES): O=c1[nH]n2ccn12
- HOMO-LUMO gap: 10.5948 eV
- Lowest unoccupied orbital energy: 0.0362 Eh

```
10
Properties=species:S:1:pos:R:3:nbo_charge:R:1
O 2.1723 -1.2162 -0.3486 -0.5379
C 1.2375 -0.5522 -0.0267 0.7542
N 1.0531 0.8180 -0.0583 -0.5113
N -0.1298 0.6808 0.7628 -0.0972
C -1.2596 0.5799 -0.1149 -0.0825
C -1.2432 -0.7473 -0.1232 -0.0693
N -0.0215 -0.8403 0.6692 -0.3089
H 1.7919 1.4047 0.3113 0.4018
H -1.6849 1.4164 -0.6538 0.2245
H -1.9158 -1.5439 -0.4178 0.2268
```

Version x
Computed, not measured: one molecule with the formula C3H3N3O, with wB97M-V/def2-TZVPD.

Output
- Multiplicity: 1
- HOMO energy: -8.58 eV
- Charge: 0
- HOMO-LUMO gap: 8.3088 eV
- Lowest unoccupied orbital energy: -0.0098 Eh

```
10
Properties=species:S:1:pos:R:3:nbo_charge:R:1
O 1.9017 -0.4659 0.1956 -0.6223
C 0.6118 -0.1292 0.1010 0.5316
C 0.2579 1.2157 0.0439 -0.1380
N -0.9956 1.5914 -0.1919 -0.1234
N -1.9746 0.7227 -0.3349 -0.3192
C -1.7820 -0.6009 -0.1734 0.0970
N -0.4404 -0.9711 0.0430 -0.6066
H 2.0228 -1.4197 0.2890 0.4980
H 0.9846 2.0177 0.1426 0.2214
H -0.5861 -1.9607 -0.1147 0.4615
```

Q: Which of them is the most stable? A: version x.

Version w
Computed, not measured: one molecule with the formula C3H3N3O, with wB97M-V/def2-TZVPD.

Output
- Multiplicity: 1
- HOMO energy: -10.30 eV
- Charge: 0
- Structure (SMILES): N#C/C=N\NC=O
- HOMO-LUMO gap: 10.0253 eV
- Lowest unoccupied orbital energy: -0.0102 Eh

```
10
Properties=species:S:1:pos:R:3:nbo_charge:R:1
N -1.5848 -1.7272 2.1632 -0.2555
C -0.6264 -1.1331 1.6674 0.1633
C 0.7264 -0.6183 1.2421 -0.0255
N 0.8233 0.0785 0.2522 -0.1448
N -0.2809 0.3856 -0.6669 -0.4895
C 0.0597 1.0664 -1.7658 0.5149
O 1.2684 1.1114 -1.9152 -0.5461
H 1.6651 -0.9298 1.6187 0.2459
H -1.1322 0.3915 -0.1038 0.3926
H -0.9187 1.3749 -2.4918 0.1446
```

Version x
Computed, not measured: C3H3N3O as an isolated structure, with wB97M-V/def2-TZVPD.

Output
- Multiplicity: 1
- HOMO energy: -9.57 eV
- Charge: 0
- HOMO-LUMO gap: 10.1489 eV
- Lowest unoccupied orbital energy: 0.0215 Eh

```
10
Properties=species:S:1:pos:R:3:nbo_charge:R:1
N 2.3192 -0.6107 0.7321 -0.5989
C 1.2214 -0.7234 0.2218 0.4929
N -1.2481 2.0680 -0.0703 0.1608
N -1.2529 1.2846 -1.0163 -0.1690
O -0.7825 1.0694 0.9835 -0.4204
C -1.0292 0.1281 -0.0533 0.1847
C -0.0074 -0.9196 -0.2259 -0.5075
H 3.0708 -0.1732 0.2038 0.3959
H -2.0439 -0.2800 -0.0316 0.2005
H -0.2475 -1.8434 -0.7439 0.2611
```

Version y
Computed, not measured: a 2-piece molecular cluster, C3H3N3O overall, with wB97M-V/def2-TZVPD.

Output
- Multiplicity: 1
- HOMO energy: -9.69 eV
- Charge: 0
- Structure (SMILES): N=C=CC=O.N#N
- HOMO-LUMO gap: 10.0095 eV
- Lowest unoccupied orbital energy: 0.0117 Eh

```
10
Properties=species:S:1:pos:R:3:nbo_charge:R:1
N -1.0468 -0.5627 1.6897 -0.6114
C -0.5913 0.0428 0.7424 0.5250
C -0.2541 0.9452 -0.1652 -0.5818
C 0.9016 1.1725 -1.0382 0.4098
O 1.8953 0.4942 -1.1719 -0.5223
H -1.8656 -1.1435 1.5522 0.4011
H -0.9999 1.7321 -0.1434 0.2572
H 0.7902 2.1322 -1.5846 0.1132
N 0.1837 -2.7715 0.1532 -0.0155
N 0.9869 -2.0413 -0.0342 0.0249
```

Version z
Computed, not measured: one molecule with the formula C3H3N3O, with wB97M-V/def2-TZVPD.

Output
- Multiplicity: 1
- HOMO energy: -9.71 eV
- Charge: 0
- Structure (SMILES): C1Oc2nn[nH]c21
- HOMO-LUMO gap: 9.7688 eV
- Lowest unoccupied orbital energy: 0.0020 Eh

```
10
Properties=species:S:1:pos:R:3:nbo_charge:R:1
C -1.4630 0.2965 0.1259 -0.0815
O -1.5160 -1.1207 0.0512 -0.4909
C 0.0651 -1.0672 -0.2498 0.3900
N 1.2387 -1.5913 -0.0044 -0.2631
N 2.0113 -0.5239 0.1190 -0.0061
N 1.3861 0.6818 0.0655 -0.3284
C 0.0806 0.3328 -0.4413 -0.0494
H -2.1036 0.8143 -0.7636 0.2023
H -1.6110 0.7330 1.2021 0.2168
H 1.9117 1.4446 -0.1047 0.4102
```

Q: Which of them is the most stable? A: version y.

Version w
Computed, not measured: one molecule with the formula C3H4ClNO, with wB97M-V/def2-TZVPD.

Output
- Multiplicity: 1
- HOMO energy: -11.09 eV
- Charge: 0
- Structure (SMILES): N#C[C@H](O)CCl
- HOMO-LUMO gap: 11.6666 eV
- Lowest unoccupied orbital energy: 0.0212 Eh

```
10
Properties=species:S:1:pos:R:3:nbo_charge:R:1
N -1.7231 -1.9133 -0.4201 -0.2759
C -1.1183 -0.9970 -0.0915 0.2344
C -0.4013 0.2551 0.1660 -0.0167
O -0.3712 1.0717 -1.0555 -0.7033
C 1.0813 0.0407 0.5488 -0.3868
Cl 1.8742 -1.0007 -0.6309 -0.0278
H -0.7956 0.8277 1.0522 0.2194
H -1.2082 1.0575 -1.5442 0.4904
H 1.4972 1.0555 0.4465 0.2391
H 1.1652 -0.3971 1.5287 0.2273
```

Version x
Computed, not measured: one molecule with the formula C3H4ClNO, with wB97M-V/def2-TZVPD.

Output
- Multiplicity: 1
- HOMO energy: -8.70 eV
- Charge: 0
- Structure (SMILES): N/C=C(\Cl)C=O
- HOMO-LUMO gap: 9.0351 eV
- Lowest unoccupied orbital energy: 0.0122 Eh

```
10
Properties=species:S:1:pos:R:3:nbo_charge:R:1
N 1.7613 0.0938 -0.2507 -0.7967
C 0.5090 -0.3650 0.1078 0.0847
C -0.6005 0.4217 -0.0600 -0.2751
Cl -0.3557 2.1467 0.0324 0.0020
C -1.8581 -0.2541 0.0036 0.3679
O -2.8991 0.3281 -0.1877 -0.5392
H 2.1443 1.0141 -0.4041 0.4223
H 2.4845 -0.5793 -0.0161 0.3842
H 0.4787 -1.4226 0.7363 0.2391
H -1.6646 -1.3833 0.0386 0.1109
```

Q: Which of them is the most stable? A: version w.

Version w
Computed, not measured: one molecule with the formula C16H25N3O, with wB97M-V/def2-TZVPD.

Output
- Multiplicity: 1
- HOMO energy: -8.29 eV
- Charge: 0
- Structure (SMILES): Cc1ccc(NC(=O)NCCN2CCCCC2)cc1C
- HOMO-LUMO gap: 9.0774 eV
- Lowest unoccupied orbital energy: 0.0289 Eh

```
45
Properties=species:S:1:pos:R:3:nbo_charge:R:1
C 4.1805 3.0088 0.2926 -0.6264
C 3.5827 1.6458 0.1241 -0.0461
C 4.3152 0.5109 0.4436 -0.1715
C 3.7808 -0.7557 0.3110 -0.2500
C 2.4796 -0.9169 -0.1559 0.1574
N 1.9534 -2.2028 -0.2939 -0.6353
C 0.6695 -2.6664 -0.0789 0.7895
O 0.3651 -3.7987 -0.3935 -0.6572
N -0.1745 -1.7963 0.5315 -0.6450
C -1.5537 -2.1355 0.7853 -0.2374
C -2.5407 -1.5410 -0.2343 -0.2203
N -3.0817 -0.2589 0.1832 -0.4472
C -4.3226 0.0541 -0.5058 -0.2141
C -4.9606 1.3062 0.0874 -0.4032
C -4.0065 2.4874 -0.0387 -0.3970
C -2.6878 2.1181 0.6284 -0.4039
C -2.1346 0.8292 0.0275 -0.2164
C 1.7562 0.2171 -0.5193 -0.2674
C 2.2857 1.4899 -0.3735 0.0191
C 1.4681 2.6847 -0.7593 -0.6351
H 3.5737 3.6155 0.9644 0.2152
H 5.1850 2.9395 0.7017 0.2170
H 4.2322 3.5274 -0.6645 0.2160
H 5.3258 0.6201 0.8102 0.2084
H 4.3677 -1.6249 0.5688 0.2128
H 2.6120 -2.9399 -0.5013 0.4114
H 0.1940 -0.9272 0.8792 0.4029
H -1.8361 -1.8065 1.7876 0.2075
H -1.6094 -3.2253 0.7296 0.2393
H -3.3812 -2.2321 -0.3232 0.2026
H -2.0472 -1.4865 -1.2203 0.1728
H -5.0031 -0.7927 -0.3866 0.2014
H -4.1542 0.2072 -1.5885 0.1572
H -5.9008 1.5126 -0.4268 0.2081
H -5.1756 1.1246 1.1415 0.2032
H -4.4343 3.3766 0.4278 0.2091
H -3.8349 2.7092 -1.0951 0.1934
H -1.9552 2.9185 0.5064 0.2060
H -2.8542 1.9628 1.6955 0.2039
H -1.2138 0.5655 0.5488 0.1888
H -1.8928 0.9951 -1.0413 0.1570
H 0.7751 0.1026 -0.9558 0.2188
H 1.9781 3.2672 -1.5256 0.2203
H 0.4971 2.3821 -1.1424 0.2159
H 1.3137 3.3355 0.1011 0.2186
```

Version x
Computed, not measured: C16H25N3O as an isolated structure, with wB97M-V/def2-TZVPD.

Output
- Multiplicity: 1
- HOMO energy: -7.74 eV
- Charge: 0
- HOMO-LUMO gap: 8.0655 eV
- Lowest unoccupied orbital energy: 0.0118 Eh

```
45
Properties=species:S:1:pos:R:3:nbo_charge:R:1
C 2.4331 -1.8117 7.4007 -0.5946
H 3.0735 -1.0101 7.7504 0.1953
C 1.5654 -1.3079 6.1602 -0.2989
C 2.4512 -0.5389 5.1876 -0.4043
C 1.7636 0.2740 4.1693 -0.3344
H 2.2304 0.7495 3.6000 0.1628
C 0.5429 -0.6065 3.5815 -0.3381
C 1.4438 -1.8493 2.5364 -0.4195
C 0.4548 -2.6225 1.6699 -0.4619
C -0.3205 -1.5832 0.6458 0.6834
O -1.5708 -1.4730 0.8188 -0.6573
N 0.5587 -1.3985 -0.3046 -0.5243
N 0.4237 -0.1590 -1.3338 -0.3317
C -0.8548 -0.3607 -2.0785 0.3394
C -0.7537 0.7968 -3.0248 -0.1881
C -0.4194 2.1057 -2.5131 -0.0789
C -0.3995 3.3162 -3.4572 -0.2849
C -1.0472 3.0831 -4.6605 0.2336
C -1.5383 1.7014 -5.2488 -0.2251
C -1.5788 0.6887 -4.1887 -0.1546
H -1.7586 -0.2833 -4.5737 0.1978
H -2.1194 1.5912 -5.9397 0.1636
N -1.2327 4.0294 -5.5577 -0.7643
H -1.4868 3.9232 -6.4204 0.3713
H -0.3884 4.6754 -5.5015 0.3627
H -0.0217 4.1029 -3.2630 0.1714
H 0.1949 2.3280 -1.6320 0.2311
C -1.9029 -1.4817 -2.1168 -0.6543
H -2.4525 -1.2473 -0.9647 0.3094
H -1.4677 -2.2663 -2.0940 0.1938
H -2.5702 -1.3151 -2.8972 0.2228
H 1.6013 -1.4265 -0.2302 0.4152
H -0.4464 -3.0418 2.2464 0.2195
H 0.9784 -3.2332 1.1552 0.1845
H 2.1353 -1.2445 2.0064 0.1898
H 1.7186 -2.6619 3.1486 0.2017
H 0.0602 -1.2868 3.9971 0.1690
H -0.2190 -0.0423 2.8470 0.2104
H 0.9456 0.8692 4.7405 0.1999
H 2.9875 0.0303 5.8220 0.2026
H 2.9336 -1.1681 4.7436 0.1882
H 0.7300 -0.5915 6.9810 0.1509
H 1.0393 -2.0609 6.0079 0.1688
H 1.9749 -2.2313 8.2669 0.2112
H 3.2757 -2.6931 7.0442 0.1653
```

Q: Which of them is the most stable? A: version w.

Version w
Computed, not measured: a 6-piece molecular cluster, H12O6 overall, with wB97M-V/def2-TZVPD.

Output
- Multiplicity: 1
- HOMO energy: -10.52 eV
- Charge: 0
- Structure (SMILES): O.O.O.O.O.O
- HOMO-LUMO gap: 10.4810 eV
- Lowest unoccupied orbital energy: -0.0015 Eh

```
18
Properties=species:S:1:pos:R:3:nbo_charge:R:1
O 0.8079 18.6437 -18.2839 -0.9841
H 1.3221 19.2412 -18.8513 0.4939
H 1.1573 18.7758 -17.3916 0.4916
O 2.1997 20.6063 -19.9470 -0.9635
H 2.8621 20.3912 -20.6185 0.4906
H 2.6450 21.2229 -19.3539 0.4934
O 2.7458 16.2828 -15.1821 -0.9493
H 2.1264 15.9023 -14.5512 0.4644
H 2.2711 17.0295 -15.5717 0.4811
O -2.0150 18.5533 -18.2549 -0.9736
H -1.0399 18.5417 -18.3368 0.4969
H -2.2447 19.4857 -18.2044 0.4581
O 0.1717 20.5296 -21.8577 -0.9528
H -0.4240 19.7780 -21.9540 0.4687
H 0.8316 20.2488 -21.2004 0.4756
O 1.6819 19.1342 -15.3722 -0.9648
H 1.0585 19.1723 -14.6369 0.4879
H 2.4594 19.6124 -15.0606 0.4861
```

Version x
Computed, not measured: a 6-piece molecular cluster, H12O6 overall, with wB97M-V/def2-TZVPD.

Output
- Multiplicity: 1
- HOMO energy: -10.82 eV
- Charge: 0
- Structure (SMILES): O.O.O.O.O.O
- HOMO-LUMO gap: 10.5753 eV
- Lowest unoccupied orbital energy: -0.0092 Eh

```
18
Properties=species:S:1:pos:R:3:nbo_charge:R:1
O -32.4210 -7.6760 -16.3070 -0.9569
H -32.5660 -8.2830 -15.5230 0.4928
H -31.6920 -8.0840 -16.7780 0.4877
O -32.4000 -5.2360 -15.2580 -0.9763
H -32.5050 -6.1420 -15.5460 0.4696
H -31.4590 -5.1400 -15.2710 0.4603
O -29.6560 -6.2040 -20.7510 -0.9525
H -29.5840 -5.2470 -20.7720 0.4554
H -30.0670 -6.3620 -19.9020 0.4871
O -31.1560 -5.9990 -18.3730 -0.9703
H -30.8640 -5.8850 -17.4820 0.4999
H -32.0260 -6.3140 -18.2560 0.4856
O -31.9280 -3.3970 -19.3330 -0.9494
H -31.3750 -3.4840 -20.1450 0.4534
H -31.7040 -4.2380 -18.9050 0.4803
O -29.8790 -5.6310 -15.8570 -0.9370
H -29.8380 -6.3200 -15.2140 0.4804
H -29.3340 -4.9920 -15.4450 0.4899
```

Q: Which of them is the most stable? A: version w.